1.
{"formula": "C5H5FO", "method": "ωB97M-V with the def2-TZVPD basis set", "homo_ev": -8.669, "fmax_ev_per_a": 3.45, "orbital_gap_ev": 9.6, "de_lowest_kcal_mol": 9.6, "e_lumo_ev": 1.0, "smiles": "Cc1coc(F)c1", "mol_weight_g_mol": 100.09, "species": ["F", "O", "C", "C", "C", "C", "C", "H", "H", "H", "H", "H"], "coordinates": [[-0.86, 1.00, 2.96], [-1.20, -0.79, 1.49], [0.14, 0.88, 0.75], [-0.68, -1.13, 0.27], [-0.65, 0.38, 1.76], [0.83, -0.06, -1.53], [0.14, -0.16, -0.20], [1.04, 0.98, -1.80], [-1.16, -2.05, -0.17], [0.14, -0.31, -2.37], [0.55, 1.85, 0.56], [1.72, -0.61, -1.72]]}

2.
{"formula": "C6H6O2", "method": "ωB97M-V with the def2-TZVPD basis set", "homo_ev": -9.740, "fmax_ev_per_a": 2.44, "orbital_gap_ev": 10.4, "de_lowest_kcal_mol": 69.5, "e_lumo_ev": 0.7, "mol_weight_g_mol": 110.11, "species": ["O", "O", "C", "C", "C", "C", "C", "C", "H", "H", "H", "H", "H", "H"], "coordinates": [[-1.60, 2.58, 0.16], [1.41, -0.48, -1.11], [0.66, -0.85, 1.10], [-0.05, 0.84, -0.49], [-0.17, -1.50, 0.32], [-0.08, -0.61, -0.99], [1.21, 0.19, 0.14], [-1.28, 1.39, 0.24], [-1.96, 0.62, 0.79], [0.31, 1.52, -1.32], [2.11, 0.70, 0.49], [-0.62, -0.85, -1.86], [-0.78, -2.35, 0.49], [0.84, -1.20, 2.05]]}

3.
{"formula": "C6H24NO7", "method": "ωB97M-V with the def2-TZVPD basis set", "homo_ev": -10.696, "fmax_ev_per_a": 3.18, "orbital_gap_ev": 8.0, "total_charge": 1, "de_lowest_kcal_mol": 30.9, "e_lumo_ev": -2.7, "mol_weight_g_mol": 222.26, "species": ["O", "O", "O", "O", "O", "O", "O", "N", "C", "C", "C", "C", "C", "C", "H", "H", "H", "H", "H", "H", "H", "H", "H", "H", "H", "H", "H", "H", "H", "H", "H", "H", "H", "H", "H", "H", "H", "H"], "coordinates": [[-2.97, -0.26, 3.49], [1.58, 1.83, 1.46], [-0.35, 2.52, -0.19], [-2.90, 1.45, -0.86], [1.61, 0.46, -2.78], [-1.38, -1.17, -2.56], [-1.37, 1.45, -3.07], [2.39, 0.10, -0.23], [2.80, -1.16, 0.52], [-0.78, -0.99, 3.33], [0.43, -1.50, 1.17], [0.22, -1.69, 2.48], [-1.92, -0.57, 2.73], [1.56, -2.09, 0.38], [2.05, 0.83, 0.56], [3.05, -0.94, 1.54], [-0.78, -1.08, 4.39], [-2.27, -1.11, -2.14], [1.55, -0.03, -0.77], [-2.21, 1.36, -1.56], [-2.09, 1.76, -3.62], [0.88, 1.04, -2.97], [-1.58, -1.93, -3.13], [1.26, -2.26, -0.66], [-3.79, 0.08, 3.12], [1.18, 1.53, 2.31], [3.56, -1.72, -0.05], [-0.32, -0.94, 0.61], [1.95, -3.04, 0.76], [-0.39, 3.10, -0.96], [-3.50, 2.13, -1.21], [-2.06, -0.60, 1.66], [-1.10, 1.91, -0.23], [0.78, 2.22, 1.02], [2.34, 0.58, -3.41], [0.87, -2.31, 3.09], [3.02, 0.55, -0.89], [-1.31, 0.50, -3.31]]}

4.
{"formula": "C2H8OS2", "method": "ωB97M-V with the def2-TZVPD basis set", "homo_ev": -8.560, "fmax_ev_per_a": 2.69, "orbital_gap_ev": 8.8, "de_lowest_kcal_mol": 21.2, "e_lumo_ev": 0.3, "smiles": "CSSC.O", "mol_weight_g_mol": 112.22, "species": ["S", "S", "O", "C", "C", "H", "H", "H", "H", "H", "H", "H", "H"], "coordinates": [[0.07, 2.24, 1.13], [-1.51, 0.88, 0.48], [1.43, -4.60, 0.29], [-2.03, 1.92, -1.00], [1.40, 1.03, 0.66], [-1.63, 1.32, -1.80], [-1.60, 2.89, -0.97], [-3.12, 1.83, -1.00], [1.00, 0.00, 0.45], [0.65, -4.28, -0.18], [2.02, 0.94, 1.57], [2.11, 1.39, -0.09], [1.23, -5.54, 0.46]]}

5.
{"formula": "C43H76F3N3O20P2", "method": "ωB97M-V with the def2-TZVPD basis set", "homo_ev": -7.482, "fmax_ev_per_a": 7.22, "orbital_gap_ev": 7.5, "e_lumo_ev": 0.0, "smiles": "CCCC[C@]1(CCC(F)(F)F)[C@@H](CCCCCCCOC)N[C@H](P(N)O)[C@@H](C(=O)[O-])[N@@+]1(CCC)[PH2]=O.C[C@@H]1COC(=O)O1.C[C@@H]1COC(=O)O1.C[C@@H]1COC(=O)O1.C[C@@H]1COC(=O)O1.C[C@@H]1COC(=O)O1", "mol_weight_g_mol": 1074.02, "species": ["P", "P", "F", "F", "F", "O", "O", "O", "O", "O", "O", "O", "O", "O", "O", "O", "O", "O", "O", "O", "O", "O", "O", "O", "O", "N", "N", "N", "C", "C", "C", "C", "C", "C", "C", "C", "C", "C", "C", "C", "C", "C", "C", "C", "C", "C", "C", "C", "C", "C", "C", "C", "C", "C", "C", "C", "C", "C", "C", "C", "C", "C", "C", "C", "C", "C", "C", "C", "C", "C", "C", "H", "H", "H", "H", "H", "H", "H", "H", "H", "H", "H", "H", "H", "H", "H", "H", "H", "H", "H", "H", "H", "H", "H", "H", "H", "H", "H", "H", "H", "H", "H", "H", "H", "H", "H", "H", "H", "H", "H", "H", "H", "H", "H", "H", "H", "H", "H", "H", "H", "H", "H", "H", "H", "H", "H", "H", "H", "H", "H", "H", "H", "H", "H", "H", "H", "H", "H", "H", "H", "H", "H", "H", "H", "H", "H", "H"], "coordinates": [[-5.04, 1.63, 2.22], [-1.34, 4.33, -0.82], [-6.32, -0.35, -2.02], [-5.65, -2.49, -1.30], [-5.06, -1.77, -3.39], [6.57, -0.94, 3.97], [-2.58, -7.18, -6.70], [5.61, -2.28, 2.40], [-1.57, -6.23, 0.40], [0.79, 6.81, -2.30], [-2.70, -6.26, -1.57], [-3.61, 4.78, 2.72], [-5.37, 2.28, 3.57], [3.53, 1.21, -4.05], [-2.26, 5.79, -0.67], [-0.91, 8.31, -2.40], [-4.73, 4.51, 0.74], [1.17, 8.96, -1.75], [1.34, 1.49, -3.50], [-1.89, -7.06, -8.86], [-2.54, -5.19, -7.75], [3.27, 3.59, 3.47], [7.87, -2.05, 2.50], [2.31, -0.56, -3.37], [-3.83, -6.36, 0.38], [-1.94, 1.62, -0.92], [0.04, 4.43, 0.28], [-3.25, 1.53, 1.84], [-2.60, -6.28, -0.21], [-1.62, 0.59, 0.16], [0.24, 8.05, -2.17], [-4.05, -6.59, -1.87], [4.43, 0.14, -3.79], [3.68, 0.26, 1.55], [-3.91, -0.78, -1.39], [0.75, -0.30, -0.56], [5.58, 0.14, -4.77], [8.69, -1.11, 3.18], [-2.78, -6.18, -5.72], [3.83, 2.25, 3.30], [-1.13, 1.21, 3.48], [-5.28, -1.32, -2.06], [2.18, 3.54, 4.45], [3.54, -1.06, -3.90], [2.07, -0.03, 1.67], [-2.65, 1.47, 3.21], [2.30, 0.78, -3.63], [-0.64, -4.04, 2.80], [-2.51, 2.88, -0.34], [-4.78, -6.10, -0.66], [1.55, -1.10, 0.58], [-6.09, -6.81, -0.40], [-1.81, -1.79, 2.33], [-0.98, 0.58, 4.98], [-0.85, -0.59, -0.59], [7.92, -0.85, 4.43], [3.59, 8.97, -1.50], [8.19, 0.49, 5.06], [2.20, 6.98, -2.19], [2.30, 8.20, -1.32], [-3.10, -1.10, 1.73], [-2.30, -6.53, -7.87], [-2.83, 2.84, 1.23], [3.96, 1.86, 1.73], [6.59, -1.80, 2.91], [-3.28, -5.03, -6.54], [-3.82, 4.09, 1.52], [-1.96, -3.40, 2.13], [-3.02, -3.67, -5.92], [-2.97, 0.30, 0.94], [-4.26, 0.15, -0.09], [4.86, 2.26, 3.83], [3.90, -1.90, -3.31], [-3.28, 0.76, 3.87], [-0.30, -3.36, 3.67], [-4.34, -5.13, -6.78], [-5.94, -7.89, -0.29], [-1.84, -1.65, 3.48], [-5.77, 2.19, 1.10], [0.93, 0.83, -0.52], [-0.99, 1.87, -1.28], [-2.84, 2.52, 3.67], [4.12, -0.16, 0.58], [-3.32, -1.70, -1.03], [-0.79, -1.42, 2.00], [2.55, 3.18, 5.48], [0.18, -4.00, 1.99], [-1.95, -3.52, -5.73], [-3.51, -6.50, -4.97], [3.21, 1.43, 3.79], [6.15, 1.07, -4.70], [-3.63, -1.90, 1.08], [-0.57, 2.22, 3.54], [9.23, 0.56, 5.39], [7.54, 0.65, 5.93], [1.66, 4.55, 4.57], [2.66, 6.10, -1.73], [-2.90, -3.77, 2.69], [-6.80, -6.63, -1.20], [-0.31, 4.74, 1.21], [2.15, 7.95, -0.26], [-1.13, -1.65, -0.28], [-1.78, 6.54, -1.10], [4.26, -0.23, 2.41], [2.50, -1.52, 0.07], [-5.10, -0.49, 0.39], [1.57, 1.01, 1.54], [-1.82, -5.98, -5.22], [-3.83, -0.95, 2.61], [7.99, 1.31, 4.37], [1.44, 2.75, 4.08], [4.81, 0.27, -2.77], [9.68, -1.53, 3.37], [3.19, 2.49, 1.18], [-3.56, -3.56, -4.98], [1.90, -0.39, 2.74], [-1.84, 3.19, 1.73], [-1.14, -0.51, -1.71], [6.26, -0.69, -4.58], [-0.77, -5.13, 3.12], [8.07, -1.65, 5.17], [-1.89, -0.04, 5.30], [0.46, 3.49, 0.31], [5.00, 2.12, 1.32], [-5.60, 0.29, 2.35], [-0.52, 0.55, 2.80], [3.57, 9.89, -0.91], [3.37, -1.38, -4.93], [3.72, 9.28, -2.54], [-6.53, -6.46, 0.54], [-3.33, -2.88, -6.60], [5.22, 0.08, -5.80], [-3.48, 3.09, -0.95], [2.61, 7.12, -3.19], [-2.11, -3.69, 1.03], [1.13, -0.64, -1.60], [-0.09, -0.16, 4.97], [-3.27, -0.19, -2.14], [-4.60, 1.13, -0.53], [-0.79, 1.12, 0.77], [-4.38, -6.09, -2.79], [-4.12, -7.67, -2.01], [1.00, -2.00, 1.02], [-0.77, 1.43, 5.73], [-4.94, -5.01, -0.70], [4.45, 8.37, -1.20], [8.80, -0.22, 2.54]]}

6.
{"formula": "C24H21BCl2N2O9SeTc", "method": "ωB97M-V with the def2-TZVPD basis set", "homo_ev": [-8.904, -8.622], "fmax_ev_per_a": 0.78, "orbital_gap_ev": [8.8, 8.1], "s_squared": 3.810, "e_lumo_ev": [-0.1, -0.5], "spin_multiplicity": 4, "mol_weight_g_mol": 740.12, "species": ["Tc", "Se", "Cl", "Cl", "O", "O", "O", "O", "O", "O", "O", "O", "O", "N", "N", "C", "C", "C", "C", "C", "C", "C", "C", "C", "C", "C", "C", "C", "C", "C", "C", "C", "C", "C", "C", "C", "C", "C", "C", "B", "H", "H", "H", "H", "H", "H", "H", "H", "H", "H", "H", "H", "H", "H", "H", "H", "H", "H", "H", "H", "H"], "coordinates": [[-1.44, -1.80, 0.95], [-2.62, -0.49, 2.79], [-3.20, -5.04, 0.28], [-4.02, -4.67, -2.51], [-0.07, -0.10, -3.67], [-2.36, -0.33, -3.79], [2.44, -2.13, 2.17], [-3.25, -1.90, 0.15], [0.28, -1.75, 1.92], [-5.09, -2.40, -0.99], [-0.37, -2.82, -0.48], [-1.27, -1.45, -2.00], [0.58, 1.06, 0.59], [-0.16, -0.30, 4.34], [-0.65, 1.50, 3.24], [2.62, 2.71, 4.49], [0.89, 0.59, 4.54], [1.52, -1.69, 1.51], [-1.06, 0.26, 3.52], [1.94, 0.60, 0.71], [0.17, 1.33, -5.68], [-2.66, 1.03, -5.84], [-1.95, 1.78, -6.78], [1.82, -0.87, 0.26], [1.59, 1.61, -1.42], [-0.19, -1.65, 4.88], [0.45, 0.79, -0.81], [2.94, 1.54, 5.20], [-0.57, 1.93, -6.70], [0.81, -0.71, -0.91], [-3.25, -3.93, -1.12], [2.68, 1.44, -0.33], [1.44, 2.84, 3.80], [0.58, 1.75, 3.84], [-1.92, 0.45, -4.84], [-0.55, 0.60, -4.77], [-0.40, -1.62, -0.92], [-3.96, -2.65, -0.67], [2.08, 0.46, 5.24], [-1.22, -0.65, -3.09], [2.78, -1.23, -0.11], [0.69, -2.18, 4.52], [3.58, 0.95, -0.69], [-1.08, -2.15, 4.50], [1.30, 2.65, -1.53], [-3.73, 0.91, -5.90], [2.97, 2.40, 0.09], [3.33, 3.52, 4.49], [-2.48, 2.25, -7.60], [1.33, -0.90, -1.85], [2.33, -0.45, 5.76], [2.29, 0.72, 1.74], [-0.22, -1.61, 5.97], [1.20, 3.73, 3.24], [1.89, 1.24, -2.40], [3.88, 1.48, 5.73], [-0.55, 1.06, -1.13], [-1.08, 2.05, 2.51], [-2.21, -3.73, -1.38], [1.24, 1.43, -5.61], [-0.05, 2.52, -7.45]]}

7.
{"formula": "C5H11NO", "method": "ωB97M-V with the def2-TZVPD basis set", "homo_ev": -8.473, "fmax_ev_per_a": 2.83, "orbital_gap_ev": 9.4, "de_lowest_kcal_mol": 85.8, "e_lumo_ev": 1.0, "smiles": "C=CCCNCO", "mol_weight_g_mol": 101.15, "species": ["O", "N", "C", "C", "C", "C", "C", "H", "H", "H", "H", "H", "H", "H", "H", "H", "H", "H"], "coordinates": [[-3.04, 0.23, -1.22], [-0.86, 0.11, -0.58], [1.25, 0.73, 0.74], [1.16, -1.56, 1.91], [-1.69, 0.50, -1.67], [0.57, 0.26, -0.54], [1.75, -0.39, 1.61], [0.63, -2.15, 1.16], [0.95, 0.71, -1.46], [1.01, -0.72, -0.82], [2.63, -0.17, 2.22], [0.98, -1.82, 2.95], [2.15, 1.30, 0.50], [-1.47, -0.09, -2.57], [-3.62, 0.89, -1.61], [-1.75, 1.58, -1.79], [0.54, 1.32, 1.30], [-1.20, -0.73, -0.13]]}